91
Properties=species:S:1:pos:R:3:forces:R:3:lowdin_charge:R:1 method="wB97M-V/def2-TZVPD" homo_lumo_gap_ha=0.22105 e_homo_ev=-10.67 lumo_ev=-4.7 total_charge=+1
I 2.9117 -0.9496 0.6820 -0.2 0.1 -0.1 0.7571
P 1.4835 0.4249 -0.6446 0.0 -0.2 0.2 0.6203
C 0.4827 1.4809 0.4071 0.2 0.5 0.3 -0.4049
C -0.2083 2.6071 -0.3783 -0.2 -0.4 -0.2 -0.2110
C -0.9152 2.1650 -1.6717 -0.1 0.3 0.0 -0.1905
C -2.4318 2.1245 -1.5945 0.1 0.2 0.2 -0.1314
N -2.9623 1.0266 -0.8011 0.1 0.5 -0.3 -0.0993
C -4.2751 0.9247 -0.4271 0.0 -1.0 0.6 -0.0579
C -4.4153 -0.2321 0.3156 -0.2 0.2 -0.1 -0.0646
C -3.1549 -0.8487 0.3913 0.6 0.5 -0.4 -0.0783
C -2.2726 -0.0464 -0.3112 -0.7 -0.7 0.6 -0.1403
H 0.7426 -0.4756 -1.4235 0.1 -0.1 -0.1 -0.0252
H 2.2748 1.1981 -1.5035 0.1 -0.1 0.0 0.0203
H -0.2101 0.8736 0.9827 -0.1 -0.2 -0.1 0.0880
H 1.1771 1.9139 1.1289 0.2 0.0 0.0 0.0881
H 0.5185 3.3810 -0.6038 0.1 0.1 0.0 0.1193
H -0.9448 3.0455 0.2893 0.0 0.2 0.1 0.1060
H -0.6908 2.8962 -2.4434 0.1 0.0 -0.1 0.1274
H -0.5406 1.2148 -2.0542 0.0 -0.1 -0.1 0.0486
H -2.7504 3.0635 -1.1430 -0.1 0.1 0.1 0.1332
H -2.8471 2.1159 -2.5985 0.0 -0.2 -0.2 0.1178
H -5.0465 1.6201 -0.6880 0.0 0.4 -0.3 0.1087
H -5.3107 -0.6151 0.7692 -0.2 0.1 0.0 0.0841
H -2.8825 -1.7594 0.8908 -0.1 -0.2 0.1 0.0952
H -1.2294 -0.2390 -0.4301 0.1 0.2 -0.4 0.0496
C 5.7295 1.7736 -0.5867 -0.1 -0.1 -0.1 -0.1337
O 4.8341 1.1892 -1.5467 -0.3 0.2 0.1 -0.1836
H 6.0842 2.7130 -0.9997 0.0 0.0 -0.1 0.0862
H 5.2162 1.9687 0.3583 0.1 0.0 0.0 0.0708
H 6.5761 1.1150 -0.4032 0.0 0.1 0.1 0.0657
H 4.5457 0.3522 -1.1780 0.3 -0.2 -0.1 -0.0540
C 3.3160 -1.9936 4.7928 -0.2 0.2 -0.2 -0.1592
O 2.5707 -0.7896 4.9644 0.2 -0.1 0.1 -0.1337
H 3.5604 -2.3811 5.7767 0.0 0.0 0.0 0.0847
H 2.7231 -2.7391 4.2544 0.1 -0.1 0.0 0.0762
H 4.2467 -1.7999 4.2491 0.0 -0.1 0.0 0.0658
H 2.3551 -0.4523 4.0923 -0.1 0.1 0.0 0.0371
C 6.4253 -2.3833 -2.1759 -0.1 0.0 0.1 -0.1425
O 5.3901 -3.1976 -1.6189 0.1 0.0 0.0 -0.1347
H 7.1203 -3.0495 -2.6774 0.0 0.0 0.0 0.0834
H 6.0260 -1.6762 -2.9069 0.0 0.0 0.0 0.0776
H 6.9635 -1.8370 -1.3966 0.0 0.0 0.0 0.0743
H 4.7673 -2.6221 -1.1727 0.0 0.0 0.0 -0.0153
C -0.1724 -2.5533 6.2719 -0.2 -0.2 -0.1 -0.1557
O -1.0328 -3.0952 5.2687 0.1 0.1 0.0 -0.1332
H 0.2320 -1.6193 5.8933 0.0 0.0 0.0 0.0617
H -0.7228 -2.3544 7.1941 0.1 0.0 0.0 0.0796
H 0.6547 -3.2372 6.4805 0.0 0.1 0.1 0.0757
H -1.3891 -3.9225 5.6019 0.0 0.0 0.0 0.0703
C -1.7855 -0.3816 -4.3873 -0.3 0.0 0.1 -0.1412
O -3.0787 0.2045 -4.3065 0.3 0.0 0.1 -0.1049
H -1.4097 -0.2264 -5.3948 0.0 0.0 0.0 0.0806
H -1.0951 0.0927 -3.6789 0.1 -0.1 -0.1 0.0546
H -1.8244 -1.4559 -4.1887 0.1 0.0 -0.1 0.0712
H -3.4092 0.0535 -3.4146 -0.2 -0.1 0.0 0.0633
C -0.8462 -3.0104 -1.5243 0.2 -0.1 0.1 -0.1171
O 0.4614 -2.7805 -2.0786 -0.1 0.4 0.0 -0.1607
H -1.5767 -2.6463 -2.2390 0.0 0.0 0.0 0.0739
H -1.0147 -4.0728 -1.3474 0.0 0.0 0.0 0.0952
H -0.9605 -2.4634 -0.5883 -0.1 -0.1 0.1 0.0530
H 1.1077 -3.1313 -1.4588 0.0 -0.2 -0.1 0.0611
C 0.3006 -3.1650 -6.3196 0.0 0.0 0.3 -0.1502
O -0.1636 -4.0121 -5.2741 0.0 0.1 0.0 -0.1248
H -0.0968 -3.5442 -7.2566 0.0 0.0 0.0 0.0824
H -0.0530 -2.1397 -6.1758 0.0 0.0 -0.1 0.0557
H 1.3925 -3.1652 -6.3738 0.0 0.0 -0.1 0.0784
H 0.1925 -3.6801 -4.4436 0.0 0.0 0.0 0.0421
C -0.3919 5.2682 2.3029 -0.1 0.2 -0.1 -0.1520
O -1.3976 5.5133 1.3253 0.1 -0.2 0.0 -0.1290
H -0.0962 4.2258 2.1952 0.0 0.0 0.0 0.0554
H 0.4822 5.9033 2.1400 0.0 0.0 0.1 0.0822
H -0.7689 5.4180 3.3163 0.0 0.0 0.0 0.0839
H -1.6793 6.4284 1.4054 -0.1 0.0 0.0 0.0795
C -7.3443 -2.4238 3.1279 0.2 0.0 0.0 -0.1486
O -6.0503 -2.2454 2.5540 -0.1 0.0 0.0 -0.1375
H -8.0706 -2.0552 2.4089 0.0 0.0 0.0 0.0789
H -7.5479 -3.4789 3.3246 -0.1 0.0 0.0 0.0765
H -7.4473 -1.8564 4.0558 -0.1 0.0 0.0 0.0770
H -5.4021 -2.5689 3.1845 0.0 0.0 0.0 0.0721
C 8.2513 0.8519 2.8271 -0.1 -0.1 0.0 -0.1365
O 7.3496 0.2729 1.8787 0.0 0.0 0.1 -0.1471
H 8.6176 1.7807 2.3995 0.0 0.0 0.0 0.0804
H 7.7452 1.0706 3.7697 0.0 0.0 0.0 0.0778
H 9.0989 0.1912 3.0165 0.0 0.0 0.0 0.0807
H 7.0367 -0.5534 2.2554 0.0 -0.1 0.0 0.0659
C -6.5591 4.1450 -1.9107 -0.2 -0.2 -0.2 -0.1626
O -7.1748 2.8624 -1.9959 0.2 0.1 0.1 -0.1309
H -5.9414 4.1569 -1.0153 0.0 0.0 0.0 0.0683
H -5.9264 4.3311 -2.7832 0.0 0.1 0.0 0.0756
H -7.3088 4.9351 -1.8329 0.1 0.1 0.0 0.0780
H -7.7191 2.8598 -2.7875 -0.1 -0.1 0.0 0.0759


7
Properties=species:S:1:pos:R:3:forces:R:3:lowdin_charge:R:1 method="wB97M-V/def2-TZVPD" homo_lumo_gap_ha="0.14126 / 0.14249" e_homo_ev="-8.57 / -8.59" e_above_lowest_kcal_mol=92.14 lumo_ev="-4.7 / -4.7" total_charge=+1
O -1.4288 0.1090 0.9954 -6.1 3.9 -0.3 -0.2365
C -0.6428 -0.7332 0.9725 7.5 -0.6 0.0 -0.1368
Cs -2.2379 2.3216 -1.5323 -0.8 -0.1 -1.4 0.8932
Li -0.9556 2.0527 0.6943 1.1 -1.7 1.9 0.4558
H -0.3238 -1.7459 0.8592 -1.7 -1.6 -0.2 0.0289
C 2.3948 -0.8675 -1.3788 1.5 -0.5 1.5 -0.0129
O 3.1942 -1.1367 -0.6104 -1.5 0.5 -1.5 0.0083


32
Properties=species:S:1:pos:R:3:forces:R:3:lowdin_charge:R:1 method="wB97M-V/def2-TZVPD" homo_lumo_gap_ha=0.30975 e_homo_ev=-5.86 e_above_lowest_kcal_mol=24.02 lumo_ev=2.6 total_charge=-1
Y 0.2389 -0.1191 0.3526 1.7 -0.6 0.2 1.6101
N -0.3374 0.7298 2.6151 -0.2 0.3 0.0 -0.0233
C -0.6178 2.1679 2.3544 0.0 -0.1 -0.1 -0.1484
C -1.6012 2.2338 1.1859 -0.1 0.0 -0.2 -0.5535
O -2.6649 2.8396 1.3263 0.1 0.0 0.0 0.0004
N -1.2019 1.5025 0.1230 -1.3 1.1 0.0 -0.1239
C -2.2807 1.0718 -0.7626 0.1 0.0 0.3 -0.1476
C -2.4037 -0.4648 -0.7117 -0.1 -0.1 0.0 -0.6737
O -3.0669 -1.0468 -1.5614 0.0 0.0 0.1 0.0055
O -1.7017 -1.0402 0.2215 -0.8 -0.3 -0.3 -0.1769
H -1.1925 0.2890 2.9368 0.0 0.0 0.0 0.1030
H 0.3610 0.6249 3.3394 0.1 0.0 0.0 0.0918
H 0.3184 2.6611 2.0985 0.1 0.0 0.0 0.1036
H -1.0628 2.6724 3.2074 0.0 0.0 0.1 0.1120
H -2.1235 1.3665 -1.8008 0.0 0.0 -0.1 0.1112
H -3.2310 1.4961 -0.4395 -0.1 0.1 0.0 0.1137
F 1.8743 1.6142 0.3551 0.1 0.1 0.1 0.0182
B 2.7866 1.2720 1.4441 0.1 0.1 0.0 -1.2147
F 2.7216 2.2691 2.4092 0.0 -0.2 -0.2 0.1372
F 4.0493 1.0476 0.9617 -0.2 0.1 0.1 0.1667
F 2.2001 0.0633 1.9634 0.2 0.1 0.0 0.0353
N -0.0114 -0.9039 -2.1501 -0.2 0.2 0.0 0.0512
H -0.9776 -0.9909 -2.4591 0.0 0.0 -0.1 0.0371
H 0.3638 -1.8431 -2.0870 0.0 0.0 0.0 0.0535
H 0.5218 -0.4267 -2.8662 0.1 0.0 0.0 0.0581
Cl 2.6603 -4.6924 0.2830 0.0 0.1 0.0 0.5881
C 3.3059 -3.0368 0.3106 -0.1 0.1 0.0 -1.4936
Cl 4.0912 -2.7254 1.8718 -0.1 0.0 -0.1 0.6210
Cl 4.4915 -2.8593 -0.9891 -0.1 0.0 0.1 0.5965
C 2.1194 -2.0199 0.1663 0.1 -0.2 0.0 -0.8410
O 1.1146 -2.2385 0.8834 0.3 -0.3 -0.1 -0.1104
O 2.2435 -1.0584 -0.6165 0.3 -0.4 0.1 -0.1072


no.,energy (eV)
1,-62033.468
2,-6926.476
3,-71248.801